# 1
{"formula": "C16H49ClO25P5", "method": "wB97M-V/def2-TZVPD", "homo_ev": [-10.26, -10.26], "multiplicity": 2, "elements": ["Cl", "P", "P", "P", "P", "P", "O", "O", "O", "O", "O", "O", "O", "O", "O", "O", "O", "O", "O", "O", "O", "O", "O", "O", "O", "O", "O", "O", "O", "O", "O", "C", "C", "C", "C", "C", "C", "C", "C", "C", "C", "C", "C", "C", "C", "C", "C", "H", "H", "H", "H", "H", "H", "H", "H", "H", "H", "H", "H", "H", "H", "H", "H", "H", "H", "H", "H", "H", "H", "H", "H", "H", "H", "H", "H", "H", "H", "H", "H", "H", "H", "H", "H", "H", "H", "H", "H", "H", "H", "H", "H", "H", "H", "H", "H", "H"], "coordinates": [[-0.400, -0.603, -0.447], [4.162, 0.803, -4.555], [-2.757, 1.743, 4.685], [-1.535, 4.764, -2.967], [-5.624, -3.230, 2.302], [4.602, -4.711, -1.228], [-0.111, -1.149, -1.746], [-3.070, 4.997, -3.415], [0.368, 0.622, -0.251], [-1.659, 0.645, 4.244], [-6.563, -2.091, 1.630], [3.573, 1.933, -3.514], [-0.106, -1.513, 0.584], [3.795, -3.533, -0.409], [3.918, -5.401, -2.363], [-4.661, -3.593, 1.062], [3.128, 0.085, -5.284], [-4.875, -2.901, 3.539], [-1.675, 4.566, -1.390], [5.116, -0.065, -3.561], [-3.959, 1.489, 3.516], [-1.149, 3.302, -3.466], [-3.408, 1.170, 6.066], [-0.635, 5.873, -3.335], [-2.239, 3.141, 4.748], [2.577, 4.698, 0.452], [-6.558, -4.575, 2.325], [5.045, -5.712, -0.007], [-1.779, -0.202, -0.337], [6.011, -3.994, -1.627], [5.204, 1.688, -5.388], [5.978, -6.794, -0.205], [6.280, 0.469, -2.922], [-7.514, -1.509, 2.462], [2.583, 1.530, -2.532], [-0.522, 4.128, -0.588], [-1.831, 2.241, -2.941], [-4.541, 0.215, 3.568], [6.889, -3.382, -0.680], [-3.909, 5.929, -2.713], [-7.583, -4.639, 3.276], [6.101, 1.127, -6.294], [-1.052, 0.867, 2.963], [-2.684, 0.913, 7.209], [2.682, 3.440, 1.214], [-3.910, -2.626, 0.446], [3.316, -2.382, -0.993], [7.149, 1.168, -5.996], [-4.887, -0.190, 2.617], [-4.827, 5.368, -2.534], [-7.552, -0.437, 2.265], [2.400, 0.463, -2.410], [6.673, 1.408, -3.312], [2.938, 1.792, -1.535], [-8.461, -2.011, 2.266], [-0.665, 1.878, 2.834], [-3.839, -0.494, 4.008], [-2.334, 1.699, -3.742], [-7.528, -5.537, 3.892], [-3.719, -1.735, 1.043], [6.801, -2.295, -0.670], [-1.620, 0.834, 6.984], [1.751, 2.899, 1.042], [-3.054, -0.060, 7.530], [6.617, -3.719, 0.320], [7.110, -0.214, -3.100], [-1.830, 0.733, 2.211], [-0.183, 4.763, 0.230], [5.465, -7.724, 0.038], [6.758, -6.632, 0.539], [-4.373, -2.314, -0.490], [-3.494, 6.353, -1.799], [-2.949, -3.108, 0.264], [-5.295, 0.248, 4.354], [2.905, -2.525, -1.992], [3.529, 2.796, 0.980], [3.220, 5.316, 0.808], [6.061, 0.545, -1.857], [7.930, -3.645, -0.867], [0.351, 3.757, -1.124], [-2.585, 2.456, -2.183], [-2.868, 1.587, 8.045], [2.707, 3.658, 2.281], [-4.051, 6.749, -3.418], [6.303, -6.839, -1.244], [2.498, -2.036, -0.362], [-7.654, -3.794, 3.960], [-0.808, 3.233, -0.036], [5.795, 0.119, -6.572], [-8.512, -4.694, 2.709], [-7.211, -1.479, 3.509], [-1.169, 1.540, -2.433], [6.074, 1.704, -7.219], [4.029, -1.569, -1.135], [1.662, 2.098, -2.662], [-0.278, 0.110, 2.833]]}


# 2
{"formula": "C16H49N3O7", "method": "wB97M-V/def2-TZVPD", "homo_ev": -8.94, "smiles": "COC[C@H](C)N.COC[C@H](C)N.COC[C@H](C)N.CO.CO.CO.CO", "relative_energy_kcal_mol": 71.5, "multiplicity": 1, "elements": ["O", "O", "O", "O", "O", "O", "O", "N", "N", "N", "C", "C", "C", "C", "C", "C", "C", "C", "C", "C", "C", "C", "C", "C", "C", "C", "H", "H", "H", "H", "H", "H", "H", "H", "H", "H", "H", "H", "H", "H", "H", "H", "H", "H", "H", "H", "H", "H", "H", "H", "H", "H", "H", "H", "H", "H", "H", "H", "H", "H", "H", "H", "H", "H", "H", "H", "H", "H", "H", "H", "H", "H", "H", "H", "H"], "coordinates": [[-0.369, -0.935, 1.383], [3.406, 2.890, 0.837], [-0.236, 2.180, 5.039], [-0.472, 2.554, -1.500], [0.967, -0.596, -4.218], [2.022, -6.201, -3.432], [-0.431, -2.414, 4.078], [1.361, -3.392, -3.922], [-2.950, 2.501, 4.713], [0.019, 4.011, -3.932], [-3.220, 0.930, 2.944], [-0.218, -3.496, -2.052], [0.981, 2.862, 4.681], [2.029, -7.609, -3.430], [0.989, -4.177, -2.748], [0.790, -5.690, -3.019], [-0.785, 3.947, -1.593], [0.835, 0.188, -3.028], [-1.759, -2.356, 4.262], [0.821, -1.339, 0.737], [-0.863, 1.536, 3.910], [-1.548, 1.874, -0.887], [-2.394, 1.285, 4.230], [0.266, 6.041, -2.552], [0.317, 4.515, -2.565], [2.375, 1.907, 0.943], [-1.391, 0.795, -0.907], [1.868, -8.089, -2.464], [0.744, 1.236, -3.314], [1.986, 1.666, -0.046], [-2.810, 3.201, 3.998], [-2.183, -3.312, 4.568], [-0.021, -0.143, -2.440], [1.773, -4.084, -1.997], [-1.651, 2.199, 0.148], [2.946, -7.990, -3.878], [-3.271, 1.817, 2.311], [-0.501, -3.974, -1.114], [-4.243, 0.719, 3.257], [-2.464, 0.455, 4.932], [-0.639, 4.340, -0.586], [0.776, 3.649, 3.955], [1.166, 6.371, -3.069], [-2.268, -1.883, 3.422], [-2.211, 2.730, 5.362], [1.280, 4.060, -2.335], [-1.140, -3.643, -2.614], [4.152, 2.749, 1.425], [-2.782, 0.126, 2.352], [0.034, -5.996, -3.742], [0.901, -0.895, -0.255], [1.171, -1.497, -3.957], [0.811, -3.810, -4.658], [-0.609, 6.548, -2.961], [-2.491, 2.098, -1.387], [1.628, 2.169, 4.144], [-0.829, 4.449, -4.260], [-0.093, -3.192, 4.529], [1.687, 0.014, -2.372], [-0.360, 0.611, 3.626], [-1.989, -1.760, 5.145], [-0.396, -1.393, 2.226], [1.577, -1.071, 1.474], [1.547, 2.329, 1.513], [-0.862, 2.196, 3.042], [2.644, 0.976, 1.443], [1.190, -7.940, -4.042], [0.330, 6.353, -1.509], [0.441, -6.150, -2.094], [0.805, -2.422, 0.622], [-0.008, -2.449, -1.834], [2.234, -3.847, -4.150], [-1.786, 4.219, -1.926], [1.578, 3.419, 5.403], [-0.203, 3.028, -3.863]]}


# 3
{"formula": "C16H49NO14", "method": "wB97M-V/def2-TZVPD", "homo_ev": -9.15, "smiles": "CCCNOC(=O)OCCOC=O.CO.CO.CO.CO.CO.CO.CO.CO.CO", "relative_energy_kcal_mol": 8.7, "multiplicity": 1, "elements": ["O", "O", "O", "O", "O", "O", "O", "O", "O", "O", "O", "O", "O", "O", "N", "C", "C", "C", "C", "C", "C", "C", "C", "C", "C", "C", "C", "C", "C", "C", "C", "H", "H", "H", "H", "H", "H", "H", "H", "H", "H", "H", "H", "H", "H", "H", "H", "H", "H", "H", "H", "H", "H", "H", "H", "H", "H", "H", "H", "H", "H", "H", "H", "H", "H", "H", "H", "H", "H", "H", "H", "H", "H", "H", "H", "H", "H", "H", "H", "H"], "coordinates": [[2.048, 1.906, 0.961], [6.995, 0.851, -1.549], [-2.224, -3.452, -3.464], [2.959, 1.871, -1.139], [-4.848, 8.319, 5.064], [0.803, 1.773, -0.936], [-3.738, -3.428, 0.493], [-4.834, 2.873, 1.414], [7.193, -1.259, 2.447], [-1.927, 0.392, 2.564], [-0.955, -2.806, -0.699], [-1.266, -6.685, -6.245], [-3.122, 4.169, 3.250], [-0.701, -0.633, -1.185], [4.132, 1.249, -0.606], [4.044, -0.212, -0.786], [8.213, 1.016, -2.273], [4.083, -0.948, 0.558], [-3.160, 4.465, 4.641], [-1.302, 1.180, 3.584], [-5.548, 2.380, 0.283], [-5.541, 7.815, 3.926], [-1.955, -6.927, -7.469], [8.371, -1.075, 1.671], [-1.907, -4.833, -3.640], [-4.481, -3.739, -0.682], [-1.286, 0.670, -0.989], [-0.354, 1.501, -0.152], [3.172, -2.168, 0.525], [-1.371, -1.656, -0.655], [1.944, 1.841, -0.241], [-5.038, 2.642, -0.648], [-4.718, -4.805, -0.730], [-2.138, 4.504, 5.009], [-2.863, -6.329, -7.455], [2.150, -1.844, 0.358], [3.112, -0.444, -1.294], [8.461, 2.073, -2.390], [-3.962, 2.468, 1.422], [8.192, -1.524, 0.697], [-1.421, 1.097, -1.973], [-2.465, -5.200, -4.494], [3.767, -0.242, 1.316], [-5.671, 1.296, 0.339], [-6.529, 2.845, 0.287], [-6.530, 8.264, 3.916], [-5.019, 8.084, 3.004], [5.095, -1.244, 0.807], [-1.350, -6.628, -8.329], [3.245, -2.742, 1.439], [-2.345, -1.453, -0.192], [-2.659, -0.083, 2.964], [-3.639, 5.432, 4.822], [-4.031, 4.131, 2.934], [-2.913, -3.920, 0.440], [8.593, -0.012, 1.534], [9.038, 0.503, -1.773], [-5.648, 6.727, 3.984], [-0.841, -4.964, -3.836], [-0.130, 0.934, 0.739], [9.232, -1.565, 2.132], [-2.017, 1.897, 3.990], [-3.705, 3.685, 5.179], [-0.920, 0.539, 4.383], [-0.474, 1.719, 3.131], [8.070, 0.577, -3.256], [7.118, 1.235, -0.677], [-0.862, 2.434, 0.068], [-2.229, -7.981, -7.567], [-2.219, 0.568, -0.449], [3.432, -2.811, -0.310], [-0.463, -7.210, -6.252], [-1.716, -3.140, -2.709], [4.868, -0.561, -1.397], [-5.411, -3.176, -0.656], [-3.972, 7.928, 5.073], [-2.188, -5.410, -2.754], [7.342, -0.862, 3.308], [-3.931, -3.460, -1.584], [4.865, 1.576, -1.219]]}


# 4
{"formula": "C16H50ClFN23O13", "method": "wB97M-V/def2-TZVPD", "homo_ev": -3.91, "total_charge": -1, "multiplicity": 1, "elements": ["Cl", "F", "O", "O", "O", "O", "O", "O", "O", "O", "O", "O", "O", "O", "O", "N", "N", "N", "N", "N", "N", "N", "N", "N", "N", "N", "N", "N", "N", "N", "N", "N", "N", "N", "N", "N", "N", "N", "C", "C", "C", "C", "C", "C", "C", "C", "C", "C", "C", "C", "C", "C", "C", "C", "H", "H", "H", "H", "H", "H", "H", "H", "H", "H", "H", "H", "H", "H", "H", "H", "H", "H", "H", "H", "H", "H", "H", "H", "H", "H", "H", "H", "H", "H", "H", "H", "H", "H", "H", "H", "H", "H", "H", "H", "H", "H", "H", "H", "H", "H", "H", "H", "H", "H"], "coordinates": [[-0.093, -2.618, -0.414], [0.526, -3.004, -2.998], [-2.642, 5.212, -3.893], [-2.634, -5.509, 3.249], [-2.215, 0.073, -4.096], [4.461, -0.269, 0.129], [6.493, -0.792, -3.731], [1.511, -5.559, 4.564], [-0.407, -10.246, 1.393], [1.993, 2.163, -4.158], [-3.707, -0.417, 6.222], [-3.296, -0.174, 1.984], [3.261, 7.331, -1.038], [-2.407, 9.661, -7.324], [-0.149, 0.834, -0.825], [-1.124, 7.809, -7.382], [1.299, 3.764, -2.733], [1.099, -4.392, 6.447], [-1.808, 3.272, -3.108], [-0.559, -0.920, -2.608], [3.502, 5.148, -0.532], [0.126, -8.093, 0.998], [5.799, 0.809, -2.305], [-4.401, 1.184, 7.647], [2.526, 4.316, -4.553], [-2.014, -2.025, 1.926], [-3.174, 1.736, 5.827], [-0.520, -4.640, 4.885], [4.702, -2.452, 0.634], [-1.101, -8.645, 2.819], [-4.007, 3.442, -3.615], [-4.194, -6.286, 1.822], [7.026, 1.361, -4.126], [-2.730, 8.031, -5.802], [5.252, -0.866, 2.153], [-3.619, -1.804, 3.506], [-4.730, -5.886, 3.984], [4.052, 6.734, 0.986], [-0.582, -2.373, -2.188], [-3.128, -0.201, -1.704], [0.304, -0.058, -1.713], [-2.808, 4.050, -3.560], [-3.758, 0.759, 6.545], [-2.106, 8.570, -6.865], [1.942, 3.339, -3.835], [-2.996, -1.265, 2.443], [6.442, 0.384, -3.408], [1.951, -0.249, -1.887], [-0.458, -9.069, 1.716], [4.784, -1.140, 0.921], [3.584, 6.460, -0.245], [0.746, -4.906, 5.255], [-1.941, -0.347, -2.829], [-3.780, -5.871, 3.032], [-4.453, 2.148, 7.930], [-1.519, -1.657, 1.125], [3.764, 4.417, 0.107], [-5.679, -6.181, 3.825], [2.236, -1.399, -1.795], [-1.166, -4.103, 5.440], [-0.862, 6.909, -7.018], [-4.365, -1.264, 3.925], [-4.168, -0.396, -2.255], [5.747, 1.773, -2.023], [2.575, 0.411, -1.149], [-1.926, 2.313, -2.828], [2.495, 5.290, -4.303], [-4.854, 0.480, 8.216], [-2.679, 1.459, 4.989], [4.323, 6.031, 1.652], [-0.889, 3.691, -3.050], [3.155, 4.899, -1.449], [-3.476, 8.571, -5.383], [-4.460, -5.581, 4.910], [4.964, -3.183, 1.274], [0.846, 3.060, -2.164], [5.329, 0.110, 2.409], [-1.153, -7.681, 3.101], [-5.133, -6.587, 1.623], [-2.497, 7.134, -5.410], [-0.629, 8.178, -8.183], [-3.194, 0.930, -1.327], [-1.752, -2.926, 2.290], [0.095, -7.119, 1.248], [-3.510, -6.289, 1.077], [-1.554, -9.348, 3.387], [4.129, 7.710, 1.242], [2.195, 0.079, -2.991], [5.523, -1.569, 2.819], [-4.787, 3.992, -3.950], [-3.386, -2.701, 3.898], [-0.827, -5.008, 3.994], [2.044, -4.569, 6.762], [6.995, 2.335, -3.876], [0.482, -3.852, 7.030], [-3.205, 2.710, 6.077], [5.346, 0.106, -1.737], [4.355, -2.701, -0.282], [3.021, 4.039, -5.391], [7.521, 1.084, -4.963], [0.621, -8.369, 0.161], [-3.014, -0.958, -0.791], [1.247, 4.728, -2.450], [-4.164, 2.486, -3.345]]}


# 5
{"formula": "C16H50O9", "method": "wB97M-V/def2-TZVPD", "homo_ev": -9.44, "smiles": "CCO.CCO.CCO.CCO.CCO.CCO.CCO.CCO.O", "relative_energy_kcal_mol": 46.9, "multiplicity": 1, "elements": ["O", "O", "O", "O", "O", "O", "O", "O", "O", "C", "C", "C", "C", "C", "C", "C", "C", "C", "C", "C", "C", "C", "C", "C", "C", "H", "H", "H", "H", "H", "H", "H", "H", "H", "H", "H", "H", "H", "H", "H", "H", "H", "H", "H", "H", "H", "H", "H", "H", "H", "H", "H", "H", "H", "H", "H", "H", "H", "H", "H", "H", "H", "H", "H", "H", "H", "H", "H", "H", "H", "H", "H", "H", "H", "H"], "coordinates": [[-1.032, 2.901, -1.409], [-0.571, 4.346, 1.206], [-2.900, 0.836, 0.990], [-0.437, -2.951, -0.801], [1.708, -2.138, 2.431], [2.250, -1.100, -0.217], [-1.080, -1.782, 2.356], [-0.002, 0.495, 0.119], [-1.525, 0.528, -3.510], [-0.017, -0.369, -5.054], [2.917, -0.035, 3.191], [3.562, -0.804, -0.608], [0.746, 4.267, 3.176], [-0.220, -0.028, -3.642], [0.487, -3.899, -1.046], [0.257, 3.518, 1.944], [2.069, -1.258, 3.472], [0.505, 4.450, -2.620], [4.272, -1.989, -1.289], [0.554, -4.326, -2.540], [-3.960, 1.587, 0.344], [-1.789, -4.033, 3.245], [-5.214, 1.433, 1.160], [-0.892, 4.164, -2.019], [-1.888, -2.951, 2.185], [-1.737, -3.498, 1.254], [-3.771, 2.657, 0.258], [2.939, 0.613, 4.068], [-0.370, 2.688, 2.268], [3.890, -0.217, 2.735], [0.860, -3.498, -3.180], [4.129, -0.427, 0.244], [1.264, 5.178, 2.877], [-2.087, 0.915, 0.486], [0.678, 3.927, -3.560], [-6.080, 1.599, 0.519], [-0.028, 4.565, 3.883], [1.300, -5.115, -2.644], [-1.947, -0.291, -3.239], [0.968, 3.040, 1.270], [-1.234, -1.134, 1.665], [-2.387, -4.892, 2.941], [-0.709, -1.157, -5.353], [1.259, 4.102, -1.914], [-2.159, -3.542, 4.145], [-0.399, -4.763, -2.839], [0.863, 0.090, 0.058], [0.932, -0.904, -5.089], [-5.293, 2.171, 1.959], [5.282, -1.793, -1.647], [-0.114, -0.942, -3.057], [-4.110, 1.160, -0.648], [-0.754, -4.317, 3.440], [1.381, 3.617, 3.778], [-1.680, 4.197, -2.771], [1.104, -0.915, 3.844], [-1.259, 4.902, -1.306], [-0.001, -2.370, -0.173], [2.503, 0.567, 2.382], [0.216, -4.712, -0.373], [4.290, -2.812, -0.574], [1.393, -3.417, -0.678], [2.335, -1.503, 0.650], [-1.592, 2.411, -2.017], [-0.068, 0.533, -5.664], [3.502, -0.013, -1.355], [0.701, 5.518, -2.717], [0.805, -2.385, 2.643], [0.457, 0.712, -3.218], [-5.297, 0.417, 1.545], [3.612, -2.255, -2.115], [-2.882, -2.536, 2.020], [2.508, -1.813, 4.300], [-0.084, 1.009, -0.684], [-0.928, 3.774, 0.522]]}


M values (in g/mol) by entry order: 831.9; 395.6; 479.6; 827.2; 386.6.
DFT total energy values (in eV) by entry order: -127538.28446; -36184.75870; -47536.11054; -93541.72490; -35827.75110.